1.
C8H9NO5S in the gas phase at a distorted geometry. Source: the Open Molecules 2025 dataset; level of theory: the ωB97M-V functional and the def2-TZVPD basis.

The geometry in XYZ format:
```
24
Properties=species:S:1:pos:R:3:forces:R:3
C -3.4225 0.0842 -0.9593 0.831 0.304 1.234
C -2.1862 -0.0680 -0.0886 -1.472 0.461 -1.510
C -1.5527 -1.3316 -0.0101 -0.227 -2.918 -0.094
C -0.2464 -1.4163 0.3119 -0.029 0.680 -0.099
C 0.6065 -0.2245 0.3193 -0.585 -0.591 -0.449
S 2.2610 -0.7805 -0.1800 2.112 0.628 0.711
C 3.4038 -0.4840 1.1840 -1.998 -1.625 -0.518
O 2.1702 -2.1738 -0.4577 -0.410 -1.558 0.873
O 2.7696 -0.0705 -1.2846 -0.011 2.054 -1.703
C 0.1143 1.0169 0.1943 -1.873 -1.078 -0.553
N 1.0349 2.0778 -0.0932 -0.402 1.120 -0.001
O 0.6746 3.0344 -0.7562 -0.065 -0.508 0.134
O 2.1248 1.9379 0.4094 0.531 0.592 0.064
C -1.4090 1.1404 0.0352 1.952 3.279 -1.163
O -2.2187 0.7439 1.0877 -0.095 -0.116 0.860
H -4.0009 0.7510 -0.3667 -0.907 0.881 -0.002
H -3.9532 -0.8184 -0.9834 -0.803 -1.407 -0.341
H -3.2500 0.4719 -1.9451 0.240 0.091 -0.395
H -2.2816 -2.1918 -0.3070 1.961 1.167 0.807
H 0.4526 -2.2314 0.3747 -1.190 -1.141 -0.003
H 3.1226 -1.3219 1.8199 0.326 0.397 0.762
H 4.3562 -0.6699 0.7564 0.925 -0.023 -0.407
H 3.2538 0.5090 1.5335 0.054 0.415 0.549
H -1.8237 2.0152 -0.5943 1.134 -1.104 1.244
```
Forces are in eV/Å.

Values from the calculation:
calculated total energy: -30997.830 eV
energy relative to the best compared isomer or geometry (same formula, charge and spin): 153.8 kcal per mole
HOMO: -10.19 eV

2.
A molecular structure, C44H51F3N7O2PPtSb. Source: the Open Molecules 2025 dataset; level of theory: the ωB97M-V functional and the def2-TZVPD basis.

The geometry in XYZ format:
```
110
Properties=species:S:1:pos:R:3:forces:R:3
Pt 1.7513 -0.5895 0.8610 0.461 0.042 -0.257
O 5.4138 0.2861 2.9103 0.016 0.047 0.056
C 4.6438 -0.1518 2.0402 0.131 -0.154 -0.088
N 3.3452 0.1911 2.0378 -0.222 0.113 0.052
C 3.0868 1.1306 2.9724 -0.352 -0.023 -0.180
O 3.9261 1.4961 3.7884 0.260 0.092 0.163
C 1.7223 1.7340 2.8943 -0.045 -0.033 -0.099
C 1.3409 2.7643 3.7280 0.029 0.008 0.059
C 0.0756 3.3152 3.5598 0.001 0.004 0.014
C -0.7411 2.8163 2.5619 0.030 -0.065 -0.009
C -0.2826 1.7707 1.7690 -0.023 0.048 0.068
N 0.9237 1.2362 1.9307 0.016 -0.047 0.026
C 5.1478 -0.9918 0.9187 -0.019 -0.004 -0.153
C 6.4659 -1.4065 0.8930 -0.009 0.003 0.013
C 6.9095 -2.1001 -0.2285 -0.015 0.009 0.008
C 6.0225 -2.3207 -1.2644 -0.002 0.010 0.015
C 4.7107 -1.8675 -1.1376 0.033 -0.070 -0.013
N 4.2660 -1.2261 -0.0682 -0.033 0.035 0.245
H 2.0233 3.1224 4.4873 0.010 -0.004 -0.007
H -0.2575 4.1229 4.1979 -0.003 -0.003 0.003
H -1.7274 3.2260 2.3916 0.015 0.024 0.025
H -0.9024 1.3397 0.9922 0.023 0.001 0.003
H 7.1265 -1.1854 1.7203 -0.002 0.013 0.000
H 7.9327 -2.4443 -0.2900 0.003 0.000 -0.001
H 6.3317 -2.8336 -2.1644 -0.006 -0.006 0.000
H 3.9993 -2.0253 -1.9398 0.010 -0.003 0.002
C -0.9475 -4.4483 -2.8958 -0.015 0.008 0.023
C -1.0188 -3.5121 -4.0969 0.051 0.003 -0.072
C -2.2849 -2.6635 -4.0748 -0.007 -0.012 0.032
C 0.2453 -2.6574 -4.2314 -0.003 -0.056 -0.052
N 0.4601 -1.7931 -3.0616 -0.003 -0.001 0.094
C 1.0795 -2.0467 -1.9131 -0.096 0.061 0.014
N 0.9214 -0.9958 -1.1315 -0.040 0.042 -0.020
N 0.1942 -0.1000 -1.8307 0.029 -0.011 0.096
N -0.0859 -0.5769 -2.9814 -0.019 0.117 -0.037
H -1.7854 -5.1436 -2.9111 0.000 -0.007 0.003
H -1.0161 -3.8926 -1.9541 0.002 -0.001 -0.001
H -0.0304 -5.0415 -2.8890 0.005 -0.005 -0.006
H -1.0260 -4.1228 -5.0041 -0.004 0.007 0.001
H -2.3076 -2.0125 -3.1957 -0.016 -0.002 0.006
H -3.1639 -3.3059 -4.0312 -0.002 -0.001 -0.012
H -2.3687 -2.0405 -4.9661 0.008 0.012 -0.001
H 0.1985 -1.9882 -5.0885 -0.033 -0.024 -0.010
H 1.1342 -3.2802 -4.3280 -0.005 0.002 0.012
H 1.6017 -2.9586 -1.6768 0.006 0.001 0.004
C 2.9449 -3.4782 2.4494 0.035 -0.009 0.036
C 1.4468 -3.7437 2.3020 -0.048 -0.071 -0.057
C 0.9531 -4.6534 3.4320 -0.011 0.024 0.037
P 0.4713 -2.1984 2.0339 -0.177 -0.208 0.152
C -0.9807 -2.6991 1.0081 0.033 0.041 0.010
C -1.9187 -1.5155 0.7738 -0.002 0.012 -0.019
C -1.7428 -3.9477 1.4563 0.001 -0.030 -0.013
C -0.1122 -1.4599 3.6224 0.051 0.031 -0.053
C -1.2470 -2.1826 4.3520 -0.025 -0.029 -0.011
C 1.0740 -1.2198 4.5654 0.032 -0.047 -0.024
H 3.4758 -4.4305 2.4833 -0.001 0.004 0.022
H 3.1693 -2.9479 3.3770 -0.005 0.007 -0.004
H 3.3433 -2.9062 1.6123 -0.007 -0.005 -0.009
H 1.2909 -4.2760 1.3532 0.013 0.037 -0.007
H 1.1335 -4.2081 4.4090 0.018 0.010 0.015
H 1.5148 -5.5875 3.3973 0.000 -0.003 -0.010
H -0.1026 -4.9002 3.3575 0.020 -0.003 0.023
H -0.5177 -2.9444 0.0458 0.073 0.013 0.022
H -2.4594 -1.2430 1.6816 0.012 0.013 0.020
H -2.6625 -1.7836 0.0214 -0.021 -0.011 0.017
H -1.3857 -0.6366 0.4042 -0.013 -0.009 -0.007
H -2.2364 -3.8144 2.4163 0.009 -0.016 -0.006
H -1.0992 -4.8237 1.5154 -0.024 0.004 -0.025
H -2.5171 -4.1663 0.7187 -0.007 0.012 -0.002
H -0.4970 -0.4851 3.3033 0.013 -0.009 -0.011
H -1.0004 -3.2156 4.5875 0.005 0.019 0.015
H -2.1778 -2.1699 3.7886 0.002 0.009 -0.001
H -1.4301 -1.6692 5.2971 -0.015 0.010 0.000
H 1.3459 -2.1340 5.0910 0.004 -0.022 0.006
H 0.8033 -0.4839 5.3227 -0.012 0.005 0.004
H 1.9678 -0.8690 4.0472 -0.022 -0.002 0.012
F -1.7725 5.7987 -7.3453 0.002 0.009 -0.011
C -1.6125 5.2350 -6.1615 0.015 -0.030 0.070
C -1.5194 3.8494 -6.0943 -0.010 0.062 -0.016
C -1.3537 3.2590 -4.8586 0.013 -0.068 -0.030
C -1.3032 4.0577 -3.7142 -0.081 0.082 0.017
C -1.3635 5.4516 -3.8056 0.055 0.017 0.045
C -1.5328 6.0485 -5.0395 -0.012 -0.038 -0.074
Sb -1.1365 3.2143 -1.8239 0.014 -0.080 0.083
C -2.7111 1.9021 -1.3884 -0.046 -0.008 -0.054
C -3.3042 1.9207 -0.1252 0.063 0.078 0.031
C -4.3468 1.0626 0.1753 -0.053 -0.060 -0.040
C -4.7752 0.1801 -0.8038 0.052 0.049 -0.027
F -5.7665 -0.6548 -0.5205 -0.012 -0.020 0.004
C -4.2021 0.1332 -2.0664 -0.056 -0.012 0.080
C -3.1598 0.9953 -2.3509 0.052 0.030 -0.087
C -1.1853 4.7098 -0.3545 -0.037 0.097 -0.043
C 0.0145 5.1780 0.1805 0.092 -0.040 -0.060
C 0.0107 6.1653 1.1505 -0.057 0.048 0.026
C -1.2090 6.6711 1.5730 -0.004 -0.038 -0.048
F -1.2204 7.6097 2.5095 0.004 -0.004 0.007
C -2.4175 6.2353 1.0491 0.053 0.035 0.037
C -2.3996 5.2498 0.0770 -0.089 -0.080 -0.018
H -1.5737 3.2695 -7.0050 -0.005 -0.005 -0.002
H -1.2606 2.1814 -4.7952 -0.001 0.005 -0.009
H -1.2910 6.0727 -2.9210 -0.011 0.007 -0.005
H -1.6009 7.1218 -5.1501 -0.004 0.003 0.001
H -2.9757 2.6299 0.6253 -0.032 -0.008 -0.016
H -4.8430 1.0760 1.1362 0.001 0.005 0.008
H -4.5882 -0.5600 -2.8016 0.005 0.002 -0.005
H -2.7114 0.9623 -3.3362 -0.005 -0.002 0.003
H 0.9660 4.7856 -0.1606 -0.008 0.002 0.000
H 0.9265 6.5596 1.5696 0.006 0.001 -0.004
H -3.3420 6.6785 1.3938 -0.004 0.002 -0.004
H -3.3413 4.9153 -0.3432 0.008 0.013 -0.005
```
Forces are in eV/Å.

Values from the calculation:
calculated total energy: -88179.741 eV
energy relative to the best compared isomer or geometry (same formula, charge and spin): 0.0 kcal per mole
expectation value of S²: 6.02
HOMO (spin up / spin down): -15.29 / -15.93 eV
charge: +3
spin multiplicity: 5

3.
A molecular structure, C23H31N2O4ReS at a distorted geometry. Source: the Open Molecules 2025 dataset; level of theory: the ωB97M-V functional and the def2-TZVPD basis.

The geometry in XYZ format:
```
62
Properties=species:S:1:pos:R:3:forces:R:3
Re -0.3810 -0.4213 0.4157 -0.499 0.923 3.780
C 0.0506 3.4247 0.5905 0.010 -0.007 0.007
C -0.7104 2.8444 1.7816 -0.047 -0.044 0.102
C -0.3663 3.6005 3.0703 -0.041 0.051 -0.020
C -0.4438 1.3732 1.9985 0.337 -0.044 -0.555
C 0.8888 0.8711 1.9515 0.038 0.117 -0.419
C 1.1533 -0.4918 2.1887 -0.312 -0.044 -0.260
C 0.1245 -1.4291 2.4128 -0.283 0.406 -0.136
C 0.4127 -2.8854 2.6074 -0.067 -0.013 0.083
C -1.2209 -0.9088 2.4565 0.514 0.033 -0.698
C -1.4834 0.4764 2.2898 -0.029 -0.179 -0.099
H -0.2832 4.4455 0.4032 -0.006 0.004 -0.004
H -0.0971 2.8325 -0.3145 -0.027 0.027 0.055
H 1.1221 3.4717 0.7914 0.008 0.003 0.001
H -1.7849 2.9485 1.6025 0.012 0.002 -0.040
H 0.7010 3.5256 3.2862 0.003 -0.010 0.003
H -0.9155 3.2097 3.9274 -0.003 -0.009 -0.009
H -0.6135 4.6565 2.9616 0.005 0.005 0.009
H 1.7052 1.5376 1.7173 0.031 0.016 0.087
H 2.1656 -0.8567 2.0702 0.021 0.001 0.022
H 0.5915 -3.1021 3.6622 0.003 -0.002 0.005
H 1.2987 -3.1760 2.0443 0.007 -0.019 0.015
H -0.4288 -3.4904 2.2735 0.008 -0.006 -0.013
H -2.0379 -1.6040 2.5915 -0.034 0.017 0.050
H -2.5031 0.8405 2.2953 -0.015 -0.066 0.077
O 1.2252 -1.0106 -0.6161 -0.406 0.462 -2.545
C -2.6160 2.5179 -2.3038 -0.023 -0.001 0.097
N -1.5672 1.9086 -3.1083 0.128 -0.377 -0.140
C -1.6460 2.1314 -4.5532 0.109 -0.122 0.003
C -0.3082 1.8152 -5.2014 -0.064 -0.069 0.147
C 0.0899 0.3977 -4.8313 0.373 0.109 -0.096
N 0.0673 0.2590 -3.3680 0.758 -0.296 0.058
C 0.8090 -0.7691 -2.7717 0.365 -0.111 0.833
C -0.7887 0.9366 -2.5776 -0.791 0.565 0.153
O -0.7986 0.7051 -1.3629 -0.229 0.038 0.533
H -2.7041 3.5674 -2.5805 0.019 0.002 0.017
H -2.3724 2.4441 -1.2477 0.017 -0.023 -0.056
H -3.5770 2.0277 -2.4821 0.017 0.001 0.015
H -1.9256 3.1733 -4.7043 0.054 0.003 -0.033
H -2.4397 1.5118 -4.9872 -0.003 0.025 0.019
H 0.4456 2.5180 -4.8428 0.026 -0.010 -0.042
H -0.3720 1.9025 -6.2847 -0.047 0.019 0.006
H 1.0943 0.1501 -5.1768 0.026 0.041 0.000
H -0.5941 -0.3381 -5.2616 -0.023 0.002 0.002
H 1.8808 -0.7624 -2.9247 -0.077 -0.186 -0.564
H 0.3145 -1.7148 -2.5555 -0.206 0.243 -0.474
H 0.9222 -1.7753 -1.1025 0.411 -1.081 0.707
O -2.3977 -4.2560 -6.5378 0.026 0.049 -0.019
C -1.3457 -4.2425 -5.6930 -0.010 0.017 0.030
O -0.2788 -4.6619 -6.0334 0.015 -0.023 -0.005
C -1.5899 -3.6620 -4.3321 0.000 -0.070 -0.046
C -0.9732 -4.2633 -3.2391 0.081 0.030 -0.017
C -1.1378 -3.7361 -1.9687 0.087 0.050 -0.137
C -1.8925 -2.5769 -1.7838 -0.179 0.281 0.060
S -2.0567 -1.8811 -0.1562 -0.005 -0.659 -0.523
C -2.5096 -1.9766 -2.8792 0.061 -0.028 -0.109
C -2.3676 -2.5243 -4.1466 0.005 0.065 0.030
H -3.2097 -4.0112 -6.0776 -0.006 -0.020 0.009
H -0.3585 -5.1393 -3.4003 -0.014 -0.012 -0.008
H -0.6617 -4.2062 -1.1171 -0.061 -0.028 0.031
H -3.0976 -1.0783 -2.7333 -0.038 -0.030 0.025
H -2.8399 -2.0406 -4.9951 -0.031 -0.020 -0.004
```
Forces are in eV/Å.

Values from the calculation:
calculated total energy: -48482.153 eV
energy relative to the best compared isomer or geometry (same formula, charge and spin): 74.2 kcal per mole
expectation value of S²: 0.77
HOMO (spin up / spin down): -9.96 / -10.22 eV
charge: +1
spin multiplicity: 2

4.
C4H8N2O in the gas phase at a distorted geometry. Source: the Open Molecules 2025 dataset; level of theory: the ωB97M-V functional and the def2-TZVPD basis.

The geometry in XYZ format:
```
15
Properties=species:S:1:pos:R:3:forces:R:3
N 2.1435 -0.5678 -0.5731 0.098 -0.200 0.112
C 1.0242 -0.1558 0.2400 -0.050 -0.014 -0.005
C 0.3555 1.1695 -0.1801 0.520 0.484 0.052
C -0.9907 0.6774 0.3000 0.589 -0.037 0.146
C -0.3786 -0.7573 0.0955 -1.307 1.041 0.007
N -1.0910 -1.7796 -0.1678 -1.209 1.626 -0.012
O -2.4100 -0.9821 -0.1409 -0.544 -0.710 0.031
H 2.8812 0.1269 -0.4688 -0.129 -0.173 -0.094
H 2.5247 -1.4509 -0.2529 0.000 -0.008 -0.045
H 1.2308 -0.1075 1.3262 -0.060 -0.125 -0.227
H 0.3382 1.1871 -1.2771 0.120 0.154 0.217
H 0.7148 2.1133 0.2174 0.364 0.049 0.027
H -1.8663 1.1147 -0.2037 0.544 -0.687 0.045
H -1.1764 0.7477 1.3782 0.254 0.298 -0.068
H -3.2997 -1.3356 -0.2931 0.809 -1.697 -0.184
```
Forces are in eV/Å.

Values from the calculation:
calculated total energy: -9301.249 eV
energy relative to the best compared isomer or geometry (same formula, charge and spin): 118.6 kcal per mole
HOMO: -9.59 eV

5.
A molecular structure, C11H10BrNNbO at a distorted geometry. Source: the Open Molecules 2025 dataset; level of theory: the ωB97M-V functional and the def2-TZVPD basis.

The geometry in XYZ format:
```
25
Properties=species:S:1:pos:R:3:forces:R:3
C 1.4324 2.3123 0.1498 0.280 -0.306 -0.257
C 1.6681 1.0767 0.8655 0.226 -0.139 -1.281
C 1.7743 0.0285 -0.1063 -0.795 0.632 0.568
H 1.7465 0.9815 1.9515 0.058 0.019 -0.589
C 1.4789 0.5690 -1.3914 -0.051 0.538 0.361
C 1.2690 1.9969 -1.2615 0.943 -1.013 0.412
H 1.3042 2.6815 -2.0946 -0.004 -0.059 0.128
H 1.5825 3.2966 0.5536 0.094 0.080 0.059
H 1.9711 -1.0279 0.1285 -0.293 0.645 -0.200
H 1.4491 0.0011 -2.3443 -0.117 0.476 0.880
Nb -0.6920 1.6676 -0.1064 4.116 -8.950 1.198
Br -1.0590 1.0683 2.4216 0.323 0.565 -0.396
C -2.6076 2.4598 -0.6587 -0.456 2.017 -0.266
C -1.7265 2.9047 -1.7335 -1.266 1.146 0.759
C -0.7912 3.8312 -1.1874 -1.292 0.480 0.770
H -1.9131 2.7455 -2.7983 0.397 -0.378 0.454
C -0.9727 3.8750 0.2454 -1.666 1.260 -1.059
C -2.1432 3.0844 0.5614 -1.567 1.825 -0.617
H -2.6138 3.0324 1.5419 0.204 -0.072 -0.508
H -3.4715 1.8113 -0.7835 0.331 0.022 0.188
H -0.1741 4.5292 -1.7711 0.160 -0.880 0.407
H -0.4892 4.5809 0.9268 0.008 -0.648 -0.238
O -1.5065 -2.7349 0.4555 0.224 2.621 -1.034
C -1.4221 -1.6018 0.0826 -0.163 -1.065 0.739
N -1.3336 -0.4333 -0.2410 0.307 1.186 -0.476
```
Forces are in eV/Å.

Values from the calculation:
calculated total energy: -86692.818 eV
HOMO: -12.86 eV
charge: +1

6.
A molecular structure, CHCuLiO2 at a distorted geometry. Source: the Open Molecules 2025 dataset; level of theory: the ωB97M-V functional and the def2-TZVPD basis.

The geometry in XYZ format:
```
6
Properties=species:S:1:pos:R:3:forces:R:3
H -1.4608 1.8205 -0.0860 -0.088 -2.029 0.641
O -1.2198 0.8109 0.1187 -4.531 2.468 -0.920
C 0.0761 1.1309 -0.0413 5.404 -1.855 1.197
O 0.8042 0.1710 0.3228 -2.139 1.078 -1.552
Li -2.9955 0.2587 -0.6534 0.119 0.113 0.110
Cu -0.6782 -1.4212 -0.1097 1.234 0.225 0.523
```
Forces are in eV/Å.

Values from the calculation:
calculated total energy: -49982.841 eV
energy relative to the best compared isomer or geometry (same formula, charge and spin): 84.6 kcal per mole
HOMO (spin up / spin down): -12.78 / -12.78 eV
charge: +1

no.,molecular weight (g/mol)
1,231.2
2,1114.7
3,617.8
4,100.1
5,345.0
6,115.5